Record 1
91
Properties=species:S:1:pos:R:3:forces:R:3 method="wB97M-V/def2-TZVPD" multiplicity=5 total_charge=+2 lumo_ev="-4.39 / -8.28" relative_energy_kj_mol=0.0 homo_lumo_gap_ev="8.3134 / 4.8450"
Ir -0.16810 -0.43582 0.09382 0.6 -0.3 0.5
C 1.30548 3.04718 0.73249 0.0 -0.1 0.1
C 0.00074 2.88922 1.52297 -0.1 -0.3 0.0
C 0.01434 3.88575 2.68075 -0.1 0.1 0.0
C -1.18481 3.16873 0.58654 0.0 0.0 0.0
P -0.14306 1.09018 2.08260 0.3 0.0 -0.5
C 1.50687 0.68710 2.85995 -0.2 0.0 0.0
N 2.33900 0.27698 1.75332 1.0 0.1 0.4
B 1.78782 -0.11832 0.47821 -1.8 -0.5 -0.3
N 2.90122 -0.26205 -0.41608 0.9 0.0 0.1
C 2.74787 -0.49621 -1.83455 -0.1 0.0 0.0
P 0.91108 -0.75030 -2.09820 -0.1 0.2 0.3
C 0.71538 -2.53272 -2.67940 -0.1 0.2 0.1
C 0.93483 -2.70247 -4.18200 0.0 0.0 0.0
C 1.75258 -3.38214 -1.93201 0.0 0.0 0.0
C -0.71271 -2.95746 -2.31230 0.0 0.0 0.0
C 0.43362 0.52655 -3.38174 0.0 -0.1 0.2
C 0.57000 1.88770 -2.68733 0.0 -0.1 0.0
C -1.03495 0.30849 -3.75862 0.0 0.0 0.0
C 1.32001 0.49102 -4.62946 0.0 0.0 0.0
C 4.04523 -0.07530 0.29295 -0.3 -0.1 -0.3
C 5.38051 -0.15422 -0.09381 0.3 0.0 0.0
C 6.33342 0.08103 0.86921 -0.1 -0.1 -0.4
C 5.98308 0.39871 2.21225 -0.2 0.1 0.3
C 4.67663 0.49601 2.61933 0.4 0.1 0.1
C 3.68678 0.25746 1.66168 -0.5 0.0 0.0
C -1.40110 0.88100 3.47094 0.1 -0.1 -0.4
C -0.91291 1.50405 4.77962 0.1 0.0 0.0
C -1.60292 -0.62054 3.68190 -0.1 0.0 0.0
C -2.72683 1.50234 3.01832 0.0 0.0 0.0
H 1.32236 4.04056 0.28132 0.0 0.0 0.0
H 2.18673 2.96471 1.37111 0.0 0.0 0.0
H 1.38221 2.31251 -0.06974 0.0 0.1 0.0
H 0.18276 4.88545 2.27463 0.0 0.0 0.0
H -0.93641 3.91401 3.20878 0.0 0.0 0.0
H 0.81348 3.68538 3.39648 0.0 0.0 0.0
H -0.98819 4.06670 -0.00182 0.0 0.0 0.0
H -1.34711 2.33727 -0.10695 0.0 0.1 0.0
H -2.10799 3.33789 1.13693 0.0 0.0 0.0
H 1.92483 1.55895 3.36747 0.0 0.0 0.0
H 1.38618 -0.11963 3.58731 0.0 0.0 0.0
H 3.09654 0.37065 -2.39885 -0.1 0.0 0.0
H 3.31568 -1.36559 -2.16676 -0.1 0.0 0.0
H 1.90661 -2.32681 -4.50522 0.0 0.0 0.0
H 0.91169 -3.77176 -4.40250 0.0 0.0 0.0
H 0.14954 -2.23114 -4.77140 0.0 0.0 0.0
H 2.71064 -3.38149 -2.45454 0.0 0.0 0.0
H 1.91408 -3.05541 -0.90394 0.0 -0.1 0.0
H 1.40576 -4.41428 -1.89013 0.0 0.0 0.0
H -1.45520 -2.34948 -2.83356 0.0 0.0 0.0
H -0.86840 -3.99889 -2.59892 0.0 0.0 0.0
H -0.89169 -2.88116 -1.23736 0.0 -0.1 0.0
H -0.11161 1.95799 -1.83638 0.1 0.0 0.0
H 1.59024 2.07999 -2.34660 0.0 0.0 0.0
H 0.31125 2.67540 -3.39673 0.0 0.0 0.0
H -1.66509 0.22133 -2.86935 0.0 0.0 0.0
H -1.38704 1.16408 -4.33796 0.0 0.0 0.0
H -1.17007 -0.58121 -4.37286 0.0 0.0 0.0
H 2.38555 0.52054 -4.39726 0.0 0.0 0.0
H 1.12491 -0.37702 -5.25239 0.0 0.0 0.0
H 1.09891 1.37596 -5.22957 0.0 0.0 0.0
H 5.65850 -0.39165 -1.11167 0.0 0.0 0.0
H 7.38001 0.01969 0.60313 0.0 0.0 0.0
H 6.77611 0.56355 2.92913 0.0 0.0 0.0
H 4.43097 0.73425 3.64497 -0.1 0.0 0.0
H 0.04672 1.09633 5.10278 0.0 0.0 0.0
H -0.83023 2.58592 4.73612 0.0 0.0 0.0
H -1.64153 1.26159 5.55570 0.0 0.0 0.0
H -0.68964 -1.12382 3.99767 0.0 0.0 0.0
H -2.34502 -0.76514 4.46998 0.0 0.1 0.0
H -1.97083 -1.10322 2.77753 0.0 -0.1 0.0
H -2.71104 2.58970 3.08306 0.0 0.0 0.0
H -2.97403 1.20999 1.99371 0.0 0.0 0.0
H -3.53088 1.14798 3.66539 0.0 0.0 0.1
C -3.60868 -2.78986 0.78011 0.1 0.0 0.0
N -4.26733 -1.70879 0.05163 0.2 0.0 0.0
C -5.71203 -1.84590 -0.11839 -0.1 0.0 -0.1
C -3.57058 -0.70730 -0.47489 -0.3 -0.2 0.0
C -4.31223 0.31535 -1.28791 0.1 0.1 0.0
O -2.33000 -0.60916 -0.32614 0.4 0.1 0.1
H -4.00584 -3.74570 0.44221 0.0 0.0 0.0
H -3.79242 -2.69272 1.85139 0.0 0.0 0.0
H -2.53930 -2.77002 0.59642 0.0 0.0 0.0
H -6.08877 -2.49747 0.66486 0.0 0.0 0.0
H -5.95635 -2.29377 -1.08357 0.0 0.0 0.0
H -6.21838 -0.88791 -0.03773 0.0 0.0 0.0
H -4.85072 -0.16046 -2.10793 0.0 0.0 0.0
H -3.60999 1.03878 -1.69166 0.0 0.0 0.0
H -5.03966 0.84595 -0.67288 0.0 0.0 0.0
I 0.38504 -2.79799 1.64043 0.0 0.8 -0.4
I 0.26790 -6.02565 0.69199 -0.1 -0.1 -0.1

Record 2
114
Properties=species:S:1:pos:R:3:forces:R:3 method="wB97M-V/def2-TZVPD" total_charge=-1 lumo_ev=-2.38 homo_lumo_gap_ev=2.1807
C -4.57988 5.41534 0.41229 0.1 -0.4 -0.8
C -5.32462 5.19490 -0.97264 0.6 0.9 1.0
C -4.44293 5.88016 -2.08697 -0.3 -0.5 0.3
C -4.95439 5.57802 -3.48121 0.3 -0.3 0.2
C -4.77699 4.05707 -3.71883 -1.0 0.8 0.4
C -5.58071 3.18787 -2.69958 0.6 -2.5 0.0
N -5.42450 3.71783 -1.30046 -2.9 -1.5 3.9
O -6.02715 2.96033 -0.23601 2.6 2.9 -4.8
C -4.87946 1.75230 -2.68999 -0.3 0.9 -0.1
C -7.07872 2.95354 -3.07287 0.3 1.3 -0.2
C -6.77756 5.85005 -0.85937 0.5 -0.1 -1.3
H -3.49885 5.31216 0.31830 0.1 -0.4 -0.4
H -4.88678 4.71531 1.18938 -0.3 0.2 -0.2
H -4.66764 6.45298 0.73431 -0.6 0.0 0.0
H -3.42889 5.48162 -2.05596 0.1 -0.2 0.4
H -4.31443 6.94883 -1.91508 -0.4 0.1 0.3
H -4.39356 6.14670 -4.22294 0.2 -0.1 0.0
H -5.97421 5.95573 -3.55479 -0.3 -0.4 -0.3
H -3.72995 3.76480 -3.63907 0.1 0.3 0.2
H -5.02876 3.84915 -4.75878 -0.5 -0.5 0.1
H -3.80552 1.92598 -2.62232 0.0 -0.3 0.3
H -5.07680 1.21957 -3.62024 -0.1 0.3 -0.2
H -5.24107 1.09629 -1.89816 0.1 0.4 0.2
H -7.48017 3.95907 -3.19873 -0.6 0.0 0.3
H -7.65817 2.36629 -2.36050 0.3 0.3 0.2
H -7.22686 2.51041 -4.05765 0.6 -0.3 0.0
H -6.80439 6.93954 -0.87895 0.9 0.2 0.4
H -7.40280 5.55638 -0.01620 0.4 -0.5 -0.1
H -7.28237 5.68623 -1.81144 -0.4 -0.6 0.2
C 1.00514 -0.67061 0.59415 -2.4 -0.5 2.3
C 1.37745 0.19796 -0.37040 3.6 -0.7 -3.0
C 0.62637 1.51866 -0.60026 3.3 2.4 -3.4
O 0.99948 2.44932 -1.43342 -0.2 -3.0 1.5
C -0.45747 1.81531 0.14956 -2.6 -1.0 2.4
C -0.95286 0.92855 1.19374 -1.5 -0.6 0.6
C -0.12832 -0.44935 1.44898 0.0 0.6 0.3
O -0.45079 -1.21208 2.35754 -0.3 0.5 -0.4
O -2.01679 1.12604 1.83067 2.1 -0.2 -1.1
O 2.41119 -0.23449 -1.03205 -1.9 2.4 0.1
H 1.58897 -1.57495 0.68204 -0.1 0.0 0.2
H -1.00728 2.70146 -0.13124 -0.1 0.1 0.3
C 7.12763 -1.79858 -4.28200 0.0 -1.1 1.1
N 8.36744 -1.31359 -4.86127 1.0 0.9 1.9
O 8.26972 -0.66773 -5.85046 0.2 1.0 -2.1
O 9.41148 -1.52152 -4.24771 -0.6 -0.3 -0.5
H 6.24065 -1.33429 -4.71306 0.4 -0.4 -0.3
H 7.16422 -1.63956 -3.20428 0.1 0.1 -0.1
H 7.31227 -2.86474 -4.41354 -1.1 -0.2 -0.1
C 4.11043 -5.78788 -0.88584 0.3 0.9 0.8
N 5.55505 -5.64660 -0.53015 1.3 -0.9 -1.5
O 6.38538 -5.51588 -1.43730 -1.1 0.3 0.7
O 5.84832 -5.82189 0.62287 0.0 0.3 0.6
H 3.90693 -6.85707 -0.82665 -0.1 0.2 -0.3
H 3.91312 -5.26898 -1.82388 0.1 -0.5 0.0
H 3.64359 -5.27015 -0.04792 -0.4 -0.2 -0.2
C -5.33305 -2.65290 2.38469 0.0 -0.3 -1.1
N -6.54587 -3.51933 2.18240 0.6 0.8 1.6
O -7.57443 -3.05672 2.75072 1.6 -2.4 -2.2
O -6.26678 -4.60210 1.64371 -2.4 1.5 0.8
H -4.54077 -3.24292 1.92396 0.3 0.2 0.7
H -5.28484 -2.44798 3.45417 0.3 0.0 -0.3
H -5.41114 -1.76216 1.76131 -0.4 0.2 0.4
C 2.85811 2.27320 3.96894 -1.2 0.4 0.5
N 3.79593 2.08177 5.06944 3.3 1.0 -0.8
O 4.45195 1.05682 5.09685 -0.8 -0.4 0.2
O 4.06290 3.05768 5.74616 -0.6 -0.1 0.6
H 3.28610 1.99253 3.00657 -0.2 -0.6 0.4
H 2.59568 3.33085 3.94437 0.0 -0.2 0.1
H 2.02914 1.69766 4.38085 -0.5 -0.2 -1.2
C 7.33437 -1.22619 1.75027 0.0 -0.2 0.3
N 8.20980 -1.63861 2.90400 -0.2 -0.1 0.5
O 9.30853 -1.11915 2.96919 -0.3 -0.2 0.0
O 7.77505 -2.48011 3.68399 0.3 0.8 -0.8
H 7.60663 -0.22180 1.42597 0.1 -0.2 0.2
H 6.29669 -1.27963 2.07961 0.2 -0.1 -0.1
H 7.56229 -1.95539 0.97282 -0.2 0.1 0.0
C 6.41757 3.29462 -1.96976 0.2 -1.6 0.1
N 7.29346 4.09029 -1.08083 0.1 2.3 0.9
O 7.71361 5.13637 -1.57839 0.0 -1.0 0.2
O 7.42513 3.82972 0.11847 -0.3 -0.5 -1.8
H 6.77117 3.28576 -3.00077 0.1 0.6 0.2
H 5.39508 3.66237 -1.88397 0.2 0.1 0.1
H 6.48583 2.26003 -1.63351 -0.3 0.1 0.2
C -4.39222 1.67443 6.44323 0.5 -0.6 -1.1
N -4.87825 1.43542 7.81927 -1.7 2.3 -0.7
O -5.09817 0.29311 8.11091 0.3 -0.5 0.9
O -5.19880 2.44718 8.45737 0.7 -1.4 0.0
H -4.83154 0.88993 5.82706 0.3 -0.2 0.2
H -3.30807 1.56283 6.45938 -0.1 0.1 -0.1
H -4.69854 2.60985 5.97497 0.1 0.2 0.9
Br -2.64900 -4.32977 -1.71293 0.7 -0.5 0.3
C -1.18523 -5.50146 -1.02477 0.0 0.5 0.1
C -1.69047 -6.89420 -0.95344 -0.9 -1.6 0.2
Br -0.35616 -8.15360 -0.20723 0.0 0.4 -0.3
H -0.90587 -5.15735 -0.02896 -0.2 0.2 -0.1
H -0.31711 -5.39536 -1.67532 -0.3 0.1 -0.1
H -2.04223 -7.34410 -1.88186 0.5 0.3 -0.2
H -2.53558 -7.06867 -0.28752 0.1 0.6 0.2
Br 2.14764 -7.20773 4.85679 -0.7 1.2 0.3
C 1.63005 -5.31711 5.37529 1.3 0.0 0.0
C 2.94132 -4.54393 5.58776 -0.7 -0.3 0.0
Br 3.80305 -5.11149 7.24759 0.1 0.1 -0.5
H 1.02483 -5.34666 6.28134 0.0 -0.2 -0.3
H 1.13412 -4.81607 4.54396 -0.3 -0.5 0.0
H 2.77561 -3.47112 5.68634 -0.2 -0.1 0.1
H 3.54912 -4.69408 4.69550 0.5 -0.1 0.5
Br 1.26921 -1.01455 -7.97499 0.1 0.3 0.0
C 1.55537 -0.89250 -6.05568 0.2 -1.1 0.5
C 0.61369 -1.89670 -5.33459 0.4 0.8 -0.9
Br 1.08631 -3.75476 -5.78663 0.0 0.5 0.3
H 1.47248 0.15099 -5.75178 -0.5 -0.2 0.0
H 2.59102 -1.18043 -5.87505 -0.1 0.0 -0.1
H -0.38568 -1.76296 -5.74870 0.0 -0.1 0.4
H 0.65833 -1.77583 -4.25223 0.0 -0.1 -0.1

Record 3
97
Properties=species:S:1:pos:R:3:forces:R:3 method="wB97M-V/def2-TZVPD" multiplicity=2 lumo_ev="0.51 / 0.51" relative_energy_kj_mol=0.0 homo_lumo_gap_ev="8.6057 / 9.2370"
C 6.02492 -2.15121 -1.02166 -0.4 0.6 -0.6
C 4.60467 -2.08732 -0.51310 1.5 0.1 -1.4
O 4.39320 -2.03091 0.64335 -1.0 -0.1 2.3
O 3.65184 -2.06178 -1.46523 0.0 -0.7 -0.2
C 2.52923 -2.90546 -1.18885 -0.9 0.2 0.0
C 1.33677 -2.41251 -2.00876 0.4 -0.7 -0.1
C 0.02124 -2.76813 -1.32000 0.3 0.3 0.3
C -0.19096 -1.88785 -0.06299 -0.3 -0.9 -0.8
C -1.25904 -0.76876 -0.15884 0.8 0.5 0.7
N -2.49477 -1.31901 0.46449 -0.3 0.4 -0.5
C -3.64727 -0.41476 0.49040 -0.5 -0.1 0.0
C -2.96606 -2.51822 -0.18699 1.0 -0.9 1.8
C -2.87373 -3.79255 0.63108 -0.5 -0.1 -0.2
O -3.44644 -2.55779 -1.26717 -0.8 0.4 -1.9
C -1.43628 -0.19123 -1.58471 -0.2 0.7 0.2
C -1.31082 1.34280 -1.73300 -0.1 -0.9 -1.5
C -1.25958 1.58180 -3.25445 -0.1 -0.4 0.2
C -2.50759 2.14726 -1.22239 0.0 -0.3 -0.1
N 0.00047 1.77755 -1.20491 -2.0 1.0 0.9
O 0.15579 3.03922 -1.41213 0.9 -0.4 -0.3
C 0.27477 1.34471 0.20286 1.3 1.4 1.0
C 0.19442 2.61071 1.09886 -0.1 -1.0 0.7
C 1.76146 0.90983 0.26006 -0.6 -0.6 -1.2
C -0.71832 0.33611 0.80782 -0.2 -0.4 -0.8
H 6.50487 -1.22482 -0.72138 0.1 -0.1 0.1
H 6.05680 -2.17900 -2.10690 0.1 -0.2 0.0
H 6.55480 -2.97845 -0.56449 -0.1 -0.2 0.0
H 2.27277 -2.91841 -0.13205 0.3 0.3 0.2
H 2.76717 -3.94131 -1.44029 0.2 0.0 -0.2
H 1.48166 -1.34310 -2.15304 -0.3 0.1 -0.1
H 1.39591 -2.91817 -2.97390 -0.1 0.3 -0.2
H -0.81310 -2.69131 -2.01066 -0.1 0.0 -0.1
H 0.07798 -3.82263 -1.03594 -0.1 -0.1 0.0
H 0.77570 -1.50030 0.23743 0.1 0.3 -0.1
H -0.48286 -2.54051 0.75591 -0.1 0.2 0.3
H -3.54537 0.42025 1.17138 0.4 0.0 0.1
H -3.95779 -0.02320 -0.48089 0.2 -0.1 -0.1
H -4.49503 -0.99282 0.86155 -0.1 0.0 0.1
H -1.84820 -4.09585 0.82200 0.1 0.2 0.2
H -3.42458 -3.69534 1.56491 0.3 0.2 0.2
H -3.36672 -4.58103 0.06996 0.1 -0.1 -0.2
H -0.72300 -0.59031 -2.30300 0.2 -0.3 0.2
H -2.40923 -0.43535 -2.00041 -0.1 -0.3 0.1
H -0.36966 1.09556 -3.64201 0.2 0.1 -0.2
H -2.11887 1.11855 -3.74400 -0.1 0.0 0.1
H -1.24750 2.63713 -3.48767 0.1 0.1 0.0
H -3.39778 1.69024 -1.65107 -0.1 -0.1 0.0
H -2.63679 2.14891 -0.14483 0.1 0.2 0.1
H -2.47108 3.14716 -1.64014 0.2 0.3 0.3
H -0.75974 3.12284 1.00799 0.1 0.2 -0.2
H 1.05220 3.25626 0.97403 -0.1 0.3 -0.3
H 0.24826 2.23542 2.12701 0.0 0.1 0.1
H 2.42332 1.77708 0.29020 -0.2 -0.2 0.3
H 1.97185 0.16780 1.02646 0.1 0.3 0.3
H 1.96717 0.41844 -0.69444 0.3 -0.1 0.0
H -0.17830 -0.18575 1.59300 -0.1 0.0 0.3
H -1.51492 0.88411 1.30615 -0.2 0.0 -0.2
Cl -2.48539 -1.72786 3.87900 0.0 0.0 0.0
C -3.87750 -1.50558 4.96762 0.0 -0.1 0.1
C -5.13168 -1.15365 4.21048 -0.1 0.0 0.1
Cl -5.04394 0.47130 3.48131 -0.1 0.1 0.1
H -3.62054 -0.73799 5.69410 0.0 0.0 -0.1
H -4.02310 -2.44645 5.49743 0.0 0.0 -0.1
H -5.98378 -1.15105 4.88858 0.0 0.0 0.0
H -5.33118 -1.86562 3.41613 0.0 0.1 0.0
Cl 0.48294 1.08510 -6.91606 0.0 0.0 0.0
C 0.14368 2.83451 -6.95383 0.0 0.1 -0.1
C 1.21997 3.63880 -6.26853 0.1 0.1 0.0
Cl 1.23769 3.36491 -4.51085 0.2 0.1 -0.1
H -0.82810 2.99795 -6.49337 0.0 -0.1 0.1
H 0.08099 3.12237 -8.00259 0.1 0.0 0.0
H 1.03819 4.70164 -6.42431 -0.1 0.0 0.0
H 2.20632 3.39820 -6.65898 0.0 -0.1 0.0
Cl 4.92696 1.87942 -0.25636 0.2 -0.1 -0.1
C 6.63536 1.83387 0.24427 0.0 0.1 0.1
C 7.57810 2.04693 -0.91373 0.1 0.1 0.1
Cl 7.56782 0.68304 -2.06227 0.1 0.2 -0.1
H 6.81418 0.88139 0.73887 0.0 0.0 -0.1
H 6.77049 2.62935 0.97637 0.0 0.0 0.0
H 8.59801 2.13936 -0.54289 0.0 0.0 0.0
H 7.32896 2.94981 -1.46615 -0.1 -0.1 0.0
Cl -6.07386 -4.44903 3.81336 0.1 -0.1 0.0
C -7.78313 -4.78307 3.43402 -0.1 -0.1 0.0
C -8.29229 -3.90893 2.31627 -0.1 -0.1 -0.1
Cl -8.40516 -2.19808 2.80264 0.0 0.0 0.0
H -8.36234 -4.64724 4.34414 0.1 0.1 0.0
H -7.84512 -5.82996 3.14045 0.0 0.0 -0.1
H -9.29400 -4.22598 2.02997 0.0 0.0 0.1
H -7.64910 -3.96734 1.44114 0.0 0.0 0.0
Cl 3.99204 3.00858 3.08788 0.0 0.0 0.0
C 4.52890 4.31691 4.16867 -0.1 0.0 0.1
C 5.57053 5.19574 3.52322 -0.1 0.1 0.0
Cl 7.11926 4.34286 3.28450 0.0 0.0 0.0
H 4.89985 3.86603 5.08626 0.1 0.0 -0.1
H 3.64841 4.91131 4.40944 0.0 0.0 -0.1
H 5.77725 6.05184 4.16381 0.0 0.0 0.0
H 5.23651 5.56199 2.55534 0.0 -0.1 0.0